Entry 1:
14
Properties=species:S:1:pos:R:3:forces:R:3 method="wB97M-V/def2-TZVPD" largest_force_ev_per_a=2.1 total_energy_ev=-5781.8296 relative_energy_kcal_mol=45.7 total_charge=0 homo_energy_ev=-9.6 homo_lumo_gap_ev=10.56
C 1.632 0.508 -0.920 -0.473 0.895 -1.454
C 1.872 1.095 -2.097 -0.925 -0.205 0.070
C 1.689 0.501 -3.471 0.243 0.390 0.550
H 1.687 1.165 -0.071 -0.034 -0.391 0.601
H 1.111 -0.440 -0.934 0.519 -0.304 0.528
H 2.020 2.173 -2.121 0.627 -0.124 0.136
H 0.900 1.061 -3.972 0.038 0.028 -0.211
H 1.413 -0.552 -3.479 0.185 -0.021 0.117
H 2.630 0.675 -3.998 -0.183 -0.269 -0.335
C -2.768 -0.499 3.482 0.048 -2.089 0.140
N -2.468 -1.701 3.143 0.325 1.567 -1.165
H -3.821 -0.259 3.409 -0.079 0.524 0.617
H -1.996 0.120 3.933 -0.263 0.831 -0.472
H -1.452 -1.674 2.980 -0.029 -0.832 0.878

Entry 2:
14
Properties=species:S:1:pos:R:3:forces:R:3 method="wB97M-V/def2-TZVPD" largest_force_ev_per_a=2.9 total_energy_ev=-5782.2919 relative_energy_kcal_mol=35.1 total_charge=0 homo_energy_ev=-9.4 homo_lumo_gap_ev=10.63
N 1.562 -1.039 -0.680 -0.202 -2.540 1.382
C 0.831 -0.094 0.172 -1.246 -0.232 0.136
C 0.063 0.938 -0.657 -1.131 1.632 -0.061
C -1.226 0.774 0.252 -1.325 1.458 -1.653
C -0.596 -0.519 0.819 -0.239 0.627 1.225
H 0.879 -1.702 -1.164 0.989 1.362 0.721
H 2.080 -1.716 -0.022 -0.816 1.346 -1.360
H 1.518 0.383 0.842 0.376 -0.042 0.591
H 0.248 2.066 -0.602 0.890 -1.719 -0.578
H 0.075 0.529 -1.694 -0.612 0.738 0.554
H -2.253 0.767 -0.315 1.816 -0.551 1.034
H -1.342 1.744 0.879 0.530 -2.036 -0.381
H -0.969 -1.364 0.273 -0.155 -0.484 -0.570
H -0.871 -0.768 1.897 1.124 0.441 -1.041

Entry 3:
14
Properties=species:S:1:pos:R:3:forces:R:3 method="wB97M-V/def2-TZVPD" largest_force_ev_per_a=6.2 total_energy_ev=-5776.7179 relative_energy_kcal_mol=163.6 total_charge=0 homo_energy_ev=-7.4 homo_lumo_gap_ev=7.25
C 1.851 -0.086 -0.845 -0.526 -0.526 -1.508
C 0.433 -0.621 -0.643 -0.176 0.636 1.100
C -0.645 0.329 -0.699 -4.622 -1.752 -3.780
C -1.925 -0.673 0.926 -0.240 -1.125 -2.465
N -1.907 -0.229 -0.339 3.194 1.180 2.403
H 2.106 0.086 -1.925 -0.381 -0.255 0.839
H 1.926 0.853 -0.343 0.059 0.750 0.220
H 2.622 -0.702 -0.430 0.254 -0.608 0.241
H 0.003 0.025 0.333 1.173 -0.579 2.048
H 0.037 -1.651 -0.507 1.167 0.798 -0.041
H -0.637 1.113 -1.465 0.395 0.529 0.732
H -0.877 1.850 2.329 0.540 -0.517 0.379
H -2.551 -1.614 0.943 -0.339 0.863 0.221
H -0.437 1.320 2.665 -0.497 0.607 -0.388

Entry 4:
14
Properties=species:S:1:pos:R:3:forces:R:3 method="wB97M-V/def2-TZVPD" largest_force_ev_per_a=4.7 total_energy_ev=-5782.3493 relative_energy_kcal_mol=33.7 total_charge=0 homo_energy_ev=-9.1 homo_lumo_gap_ev=10.26
C 0.715 -1.261 -1.884 0.214 2.508 -2.773
C -0.021 -0.750 -0.675 -0.646 -1.064 0.328
C -0.174 0.436 -0.104 1.908 3.082 -2.977
C -0.914 0.825 1.116 -0.304 -1.342 0.604
N -0.058 0.898 2.322 2.299 -0.091 0.038
H 1.073 -0.278 -2.482 -0.186 -2.242 1.328
H 1.595 -1.919 -1.626 -1.079 0.666 -0.421
H 0.017 -1.730 -2.710 1.252 0.425 2.040
H -0.563 -1.551 -0.198 -0.251 -0.373 0.510
H 0.310 1.409 -0.662 -0.802 -2.478 1.284
H -1.405 1.780 0.964 0.038 0.216 0.091
H -1.734 0.093 1.271 0.429 0.226 0.209
H 0.370 1.858 2.374 -0.443 -1.451 -0.054
H 0.789 0.189 2.294 -2.428 1.916 -0.205

Entry 5:
14
Properties=species:S:1:pos:R:3:forces:R:3 method="wB97M-V/def2-TZVPD" largest_force_ev_per_a=2.4 total_energy_ev=-5783.3214 relative_energy_kcal_mol=11.3 total_charge=0 homo_energy_ev=-7.7 homo_lumo_gap_ev=8.86
C 0.133 -1.606 -1.201 -0.480 -0.097 -0.068
C -0.263 -0.853 0.031 -0.693 -0.246 -0.092
C -0.227 0.465 0.215 2.338 -0.042 0.667
C -0.315 1.034 1.621 -0.411 0.010 -1.016
N 0.492 1.291 -0.670 -0.847 -0.819 1.124
H 0.589 -2.547 -0.890 -0.056 -0.056 -0.281
H 0.820 -1.107 -1.877 0.345 0.197 0.132
H -0.747 -1.805 -1.824 0.060 -0.310 0.106
H -0.628 -1.458 0.854 -0.059 0.036 -0.032
H -1.110 0.534 2.165 -0.164 0.256 0.201
H 0.628 0.862 2.133 0.109 0.056 0.004
H -0.464 2.109 1.522 -0.294 0.079 0.493
H 0.772 0.806 -1.499 0.009 0.835 -0.524
H 0.320 2.274 -0.581 0.143 0.101 -0.715

Entry 6:
14
Properties=species:S:1:pos:R:3:forces:R:3 method="wB97M-V/def2-TZVPD" largest_force_ev_per_a=1.5 total_energy_ev=-5782.9439 relative_energy_kcal_mol=20.0 total_charge=0 homo_energy_ev=-9.1 homo_lumo_gap_ev=10.32
C 0.554 2.163 0.398 0.677 0.298 -0.279
C 0.624 0.946 -0.121 -0.292 -0.491 0.211
C -0.533 0.161 -0.695 0.631 0.476 0.121
C -0.441 -1.335 -0.425 -0.342 -1.122 0.022
N 0.075 -1.778 0.865 -1.074 -0.866 -0.451
H -0.310 2.816 0.383 -0.228 -0.302 0.038
H 1.470 2.618 0.761 -0.108 0.022 0.112
H 1.570 0.414 -0.058 0.121 0.139 -0.158
H -1.422 0.649 -0.291 -0.292 -0.359 -0.248
H -0.494 0.252 -1.780 -0.324 0.312 -0.168
H 0.077 -1.876 -1.226 0.859 0.592 0.052
H -1.398 -1.833 -0.615 -0.369 0.414 0.611
H 0.851 -1.281 1.219 0.690 0.639 0.266
H -0.622 -1.916 1.583 0.051 0.248 -0.129

Entry 7:
14
Properties=species:S:1:pos:R:3:forces:R:3 method="wB97M-V/def2-TZVPD" largest_force_ev_per_a=1.2 total_energy_ev=-5783.1088 relative_energy_kcal_mol=16.2 total_charge=0 homo_energy_ev=-9.1 homo_lumo_gap_ev=10.32
C -2.401 0.163 -0.172 0.445 0.427 0.564
C -0.910 0.339 -0.318 -0.302 -0.309 -0.300
C 0.001 0.321 0.652 -0.547 0.556 -0.957
C 1.471 0.264 0.324 -0.157 -0.078 0.980
N 1.800 -1.017 -0.319 0.068 0.587 0.695
H -2.619 -0.199 0.834 -0.181 0.020 -0.040
H -2.918 1.114 -0.319 -0.106 -0.050 -0.069
H -2.784 -0.552 -0.896 0.007 -0.040 -0.035
H -0.596 0.424 -1.360 0.261 -0.137 0.100
H -0.349 0.422 1.673 0.209 -0.485 0.184
H 1.801 1.152 -0.228 -0.162 -0.029 -0.218
H 1.995 0.303 1.284 0.207 -0.059 -0.161
H 1.230 -1.144 -1.143 0.293 -0.013 -0.219
H 2.789 -0.976 -0.521 -0.036 -0.392 -0.524

Entry 8:
14
Properties=species:S:1:pos:R:3:forces:R:3 method="wB97M-V/def2-TZVPD" largest_force_ev_per_a=3.0 total_energy_ev=-5770.8702 relative_energy_kcal_mol=128.4 total_charge=+1 s_squared=0.754 spin_multiplicity=2 homo_energy_ev="-11.3 / -11.3" homo_lumo_gap_ev="4.58 / 1.33"
C 3.922 2.187 -4.349 0.343 -1.127 -0.810
C 3.076 2.472 -3.355 -1.273 0.900 0.389
H 4.455 3.066 -4.693 0.625 -0.364 -0.685
H 3.939 1.152 -4.700 0.626 0.361 -0.511
H 3.309 3.304 -2.767 0.431 1.149 1.509
H 2.066 2.151 -3.267 -0.760 -0.917 0.115
C -2.910 -2.128 1.967 1.759 1.944 -1.412
C -2.239 -1.324 4.040 -0.196 0.598 -1.362
N -2.556 -0.970 2.826 0.492 -1.542 2.241
H -2.215 -2.916 2.237 -0.717 -0.858 0.078
H -2.675 -1.892 0.868 -0.521 -0.139 1.542
H -3.969 -2.210 2.093 -0.535 -0.947 -0.099
H -2.037 -0.414 4.699 -0.124 -1.801 -0.353
H -2.167 -2.476 4.399 -0.152 2.745 -0.642